(1)
ORCA calculation (ωB97M-V/def2-TZVPD) on a structure of composition C27H36GdN6O8PS2.

Its multiplicity is 8. The HOMO energy (spin up / spin down) comes out at -7.41 / -7.44 eV. The calculation puts the LUMO energy (spin up / spin down) at -1.428 / 0.560 eV. Its expectation value of S² is 15.8640. The calculation puts the energy above the lowest of the compared OMol25 structures with the same formula, charge and spin at 49.2 kcal/mol. As for the frontier orbital gap (spin up / spin down): 5.98 / 8.00 eV.

Element x y z (Å)
Gd1 0.022200 0.220700 -0.007300
C1 -2.574900 5.762100 -0.925700
C2 -3.910600 5.399100 -0.281200
C3 -3.832400 5.472700 1.241000
C4 -4.393900 4.011800 -0.750500
N1 -3.390500 2.994900 -0.623200
C5 -2.778000 2.282800 -1.585500
N2 -1.934900 1.457900 -1.016000
N3 -2.038400 1.692300 0.304900
N4 -2.905500 2.589400 0.536300
H1 -2.289800 6.772400 -0.643000
H2 -2.643300 5.722500 -2.011300
H3 -1.772500 5.096200 -0.613900
H4 -4.670600 6.112600 -0.624700
H5 -3.130400 4.736800 1.624400
H6 -4.810300 5.292700 1.683300
H7 -3.500000 6.463100 1.542100
H8 -4.677800 4.053700 -1.803700
H9 -5.261500 3.711800 -0.156100
H10 -2.949700 2.375500 -2.638700
C6 -4.473400 -4.023400 -4.136600
C7 -3.171600 -3.621700 -3.507900
C8 -2.148000 -3.077800 -4.280700
C9 -0.982600 -2.621200 -3.690100
C10 -0.831400 -2.709600 -2.316600
C11 -1.809200 -3.300200 -1.539800
C12 -2.976100 -3.749700 -2.136900
S1 0.596700 -1.950000 -1.558600
O1 0.529300 -0.505700 -1.931200
O2 1.801300 -2.590600 -2.018900
O3 0.446100 -2.018200 -0.082700
H11 -4.322700 -4.489300 -5.108800
H12 -5.091500 -3.136400 -4.283600
H13 -5.020800 -4.712100 -3.497500
H14 -2.275000 -2.998500 -5.350700
H15 -0.191200 -2.181000 -4.275000
H16 -1.672500 -3.385800 -0.473900
H17 -3.751300 -4.178400 -1.518700
C13 0.765700 7.947800 -1.454200
C14 1.358000 6.748600 -0.782800
C15 2.531100 6.841700 -0.026100
C16 2.989000 5.662300 0.528100
N5 2.354300 4.510900 0.384700
C17 1.217800 4.518100 -0.320700
S2 0.235100 3.118500 -0.456700
N6 0.720800 5.606300 -0.922700
H18 1.549000 8.606000 -1.823000
H19 0.166800 8.502100 -0.732200
H20 0.119700 7.636500 -2.270000
H21 3.025900 7.787700 0.116900
H22 3.901900 5.616800 1.112600
O4 -3.568300 -2.133500 0.981300
C18 -2.553300 -1.475100 1.162500
O5 -1.884300 -0.864600 0.263200
C19 -2.006800 -1.371400 2.594400
C20 -2.606400 -2.160800 3.570100
C21 -2.161400 -2.127400 4.877800
C22 -1.107400 -1.298200 5.224200
C23 -0.506500 -0.498000 4.263500
C24 -0.952600 -0.532200 2.950400
H23 -3.432300 -2.787900 3.267800
H24 -2.635300 -2.746300 5.624700
H25 -0.759100 -1.266900 6.245600
H26 0.305200 0.157700 4.545900
H27 -0.482000 0.154900 2.200000
C25 5.338100 -1.095000 -0.432200
O6 4.386800 -0.637700 0.515900
P1 2.784600 -0.686200 0.147600
O7 2.250200 -0.951200 1.699400
C26 2.436200 -2.224700 2.303900
O8 2.372600 0.907000 0.264400
C27 3.098400 1.755300 1.190100
H28 6.300600 -0.685800 -0.125100
H29 5.106400 -0.752300 -1.439600
H30 5.384300 -2.185000 -0.437700
H31 2.622800 -2.046900 3.364900
H32 3.295500 -2.735800 1.867600
H33 1.539200 -2.831500 2.166800
H34 2.840400 2.792300 0.934200
H35 4.167900 1.595300 1.063000
H36 2.817100 1.533500 2.221800

Atoms 1-3, force components in eV/Å:
-1.626 2.978 1.210
-0.278 -0.041 0.105
0.161 -0.093 -0.072


(2)
ORCA calculation (ωB97M-V/def2-TZVPD) on the molecule C27H36N4O4.

Its multiplicity is 1. The HOMO energy comes out at -7.02 eV. The calculation puts the LUMO energy at 0.776 eV. The calculation puts the energy above the lowest of the compared OMol25 structures with the same formula, charge and spin at 98.8 kcal/mol. As for the frontier orbital gap: 7.80 eV.

Element x y z (Å)
C1 8.542056 3.078607 -1.322267
O1 8.129284 2.469757 -0.126257
C2 7.078043 1.592432 -0.177513
C3 6.372395 1.248466 -1.323094
C4 5.325327 0.349157 -1.254285
C5 4.925795 -0.231816 -0.048210
N1 3.904936 -1.177851 -0.041468
C6 3.603455 -1.924142 1.161462
C7 2.606311 -1.162712 2.048606
N2 1.364062 -0.882379 1.352729
C8 0.375716 -1.955148 1.356951
C9 -0.985823 -1.385686 1.845426
N3 -1.592924 -0.497754 0.897864
C10 -2.576183 -0.857571 0.067704
O2 -3.224935 -1.890490 0.116768
C11 -2.879742 0.235426 -0.960394
O3 -2.242127 1.273875 -0.993664
N4 -3.870004 -0.120891 -1.785862
C12 -4.576972 0.811136 -2.626114
C13 -5.946481 1.156478 -2.015875
C14 -5.787207 1.532227 -0.561749
C15 -5.206914 2.669829 -0.205432
C16 -4.902707 3.054130 1.208142
C17 -4.993077 1.849075 2.138899
C18 -6.284505 1.090519 1.858550
C19 -6.243258 0.513236 0.446534
C20 0.189778 -2.716770 0.079288
C21 0.448247 -4.028570 -0.200171
C22 0.043789 -4.238628 -1.540382
C23 -0.433154 -3.042541 -1.974701
O4 -0.349241 -2.117836 -1.005716
C24 1.638887 -0.206654 0.096684
C25 2.683832 -0.924740 -0.781386
C26 5.652843 0.118909 1.095087
C27 6.705728 1.006247 1.028651
H1 7.742465 3.682285 -1.765537
H2 8.885457 2.339668 -2.054560
H3 9.373500 3.728243 -1.052224
H4 6.631931 1.664205 -2.284306
H5 4.823641 0.083329 -2.172103
H6 4.523185 -2.152894 1.698889
H7 3.148346 -2.871766 0.847626
H8 2.393333 -1.721324 2.961789
H9 3.039522 -0.196794 2.328635
H10 0.683796 -2.689874 2.109129
H11 -0.815453 -0.853150 2.784088
H12 -1.684828 -2.211165 2.004231
H13 -1.143088 0.386222 0.691249
H14 -4.305867 -1.011594 -1.572441
H15 -3.953881 1.705925 -2.685283
H16 -4.699214 0.386635 -3.627168
H17 -6.608867 0.293380 -2.106712
H18 -6.378615 1.981709 -2.584465
H19 -4.906394 3.382894 -0.961350
H20 -5.605936 3.829678 1.531677
H21 -3.901130 3.489262 1.248383
H22 -4.142518 1.187124 1.959536
H23 -4.956756 2.173961 3.180560
H24 -7.129874 1.776218 1.949576
H25 -6.421921 0.285354 2.582836
H26 -5.563823 -0.345760 0.426927
H27 -7.234748 0.144974 0.166317
H28 0.870895 -4.754117 0.465049
H29 0.100038 -5.152454 -2.094856
H30 -0.843861 -2.728452 -2.913433
H31 0.715291 -0.080353 -0.466534
H32 2.029596 0.786282 0.349499
H33 2.886361 -0.309520 -1.655477
H34 2.295377 -1.890218 -1.122240
H35 5.402928 -0.294293 2.059237
H36 7.255890 1.269070 1.918640

Atoms 1-3, force components in eV/Å:
0.053 0.080 -0.166
-0.153 -0.185 0.240
-0.018 -0.065 0.159


(3)
ORCA calculation (ωB97M-V/def2-TZVPD) on a structure of composition C27H36N4OP2Pb.

Its multiplicity is 1. The HOMO energy comes out at -13.52 eV. The calculation puts the LUMO energy at -6.778 eV. The total charge is +2. As for the frontier orbital gap: 6.74 eV.

Element x y z (Å)
Pb1 -1.013199 -0.194184 -2.708481
C1 -3.013711 0.579830 4.409086
C2 -2.826626 -0.459295 3.301584
C3 -4.108267 -1.062303 2.722595
P1 -1.805672 -0.145183 1.819089
C4 -0.049222 -0.428132 2.162113
C5 0.193149 -1.765710 2.872737
C6 0.478104 0.744387 3.006717
C7 -2.174904 1.355065 0.919686
C8 -3.249977 2.133905 1.365554
C9 -3.612894 3.292534 0.703155
C10 -2.907400 3.674183 -0.427387
C11 -1.863497 2.890115 -0.894415
C12 -1.479475 1.716325 -0.253584
N1 -0.456515 0.902135 -0.817417
C13 0.873201 1.368198 -0.662435
C14 1.176714 2.485016 0.128763
C15 2.485808 2.859703 0.381844
C16 3.554071 2.139534 -0.136862
C17 3.276711 1.065618 -0.958945
C18 1.959723 0.694402 -1.259291
P2 1.654011 -0.597672 -2.460890
C19 2.284317 -0.048075 -4.100348
C20 1.661269 1.307609 -4.450393
C21 3.805504 0.002634 -4.230706
C22 2.542923 -2.110421 -1.953366
C23 2.116373 -3.287290 -2.835240
C24 2.335103 -2.378144 -0.463600
H1 -3.451282 0.081189 5.274257
H2 -3.680919 1.390899 4.135132
H3 -2.068199 1.012900 4.727839
H4 -2.273218 -1.307515 3.716306
H5 -4.321377 -2.641575 1.288978
H6 -4.769754 -0.294419 2.315581
H7 -4.651790 -1.606745 3.491535
H8 0.430503 -0.424201 1.180186
H9 -0.120645 -1.721331 3.916588
H10 1.264737 -1.970261 2.866788
H11 -0.298139 -2.619274 2.404616
H12 0.087316 0.697411 4.024540
H13 0.244993 1.717417 2.582700
H14 1.564214 0.661014 3.069051
H15 -3.819209 1.832088 2.227387
H16 -4.441170 3.887029 1.063823
H17 -3.181252 4.577084 -0.958551
H18 -1.317023 3.185503 -1.783878
H19 0.376704 3.067609 0.565649
H20 2.671865 3.726825 1.004377
H21 4.575463 2.423051 0.078013
H22 4.098463 0.502533 -1.385284
H23 1.898768 -0.805018 -4.791002
H24 1.984475 2.080154 -3.749347
H25 0.565400 1.295018 -4.466450
H26 1.971908 1.609364 -5.450691
H27 4.237567 0.770568 -3.588696
H28 4.057805 0.264962 -5.259904
H29 4.283935 -0.953099 -4.016784
H30 3.599557 -1.893740 -2.127921
H31 1.054501 -3.514971 -2.702112
H32 2.678546 -4.180047 -2.559041
H33 2.297043 -3.101781 -3.895566
H34 1.273251 -2.476542 -0.226846
H35 2.754620 -1.584070 0.154557
H36 2.814724 -3.318306 -0.186730
O1 -2.940004 -0.988317 -0.506081
N2 -1.976666 -1.849637 -1.027401
C25 -1.759426 -2.487041 0.056646
C26 -2.634124 -1.567542 0.881675
N3 -3.645737 -2.003965 1.689214
C27 -0.948750 -3.634794 0.284729
N4 -0.323275 -4.573211 0.502536

Atoms 1-3, force components in eV/Å:
-0.024 0.202 -0.057
0.016 -0.061 -0.045
0.022 0.080 0.002


| no. | maximum force (Eh/bohr) | E_tot (Ha) |
| --- | --- | --- |
| 1 | 0.0701 | -3884.37531 |
| 2 | 0.0235 | -1570.42341 |
| 3 | 0.0104 | -2219.67650 |